Computed, not measured: a cluster of 2 separate species, C12H16OSe in total, with the ωB97M-V functional and the def2-TZVPD basis.

Structure (XYZ):
```
30
Properties=species:S:1:pos:R:3:forces:R:3:lowdin_charge:R:1
C 4.398566 -0.970471 -0.384218 -0.68 0.08 -2.28 -0.085
C 4.127717 -0.337641 0.798492 -0.16 -1.15 0.29 -0.103
C 3.598544 -0.742859 -1.519895 0.28 -1.61 -1.18 -0.080
C 2.951709 0.365396 0.962235 1.26 0.81 0.64 -0.127
C 2.500719 0.071047 -1.394646 -0.67 0.30 -2.47 -0.175
C 2.205234 0.632564 -0.198124 -0.43 0.68 2.61 -0.697
C -0.247317 -0.979446 1.356609 -0.64 -0.22 -0.60 -0.321
C -3.336069 -0.912478 0.185211 -1.46 0.11 0.11 -0.047
C -2.339534 0.882106 -1.426401 -1.26 -0.71 2.57 -0.063
C -2.595532 1.482692 0.954881 -0.39 0.16 1.45 -0.098
C -0.893976 -0.370930 0.202786 -0.39 3.10 -0.89 -0.107
C -2.278712 0.311951 0.048639 0.70 -2.16 -0.01 -0.609
O 0.488918 -1.917239 1.157115 0.57 -0.18 0.53 0.056
Se 0.705453 1.729169 -0.044738 -1.84 -1.61 0.50 0.968
H 5.171316 -1.680595 -0.536373 0.91 -0.34 0.37 0.091
H 4.749124 -0.594670 1.633577 0.20 0.21 0.45 0.102
H 3.731802 -1.319726 -2.518964 0.13 1.14 1.96 0.137
H 2.869125 0.757435 2.015507 -0.92 -0.07 -1.55 0.128
H 1.821294 0.340804 -2.261436 1.02 -0.58 1.04 0.121
H -0.528562 -0.637154 2.349807 0.17 0.26 0.49 0.125
H -3.316115 -1.565212 -0.732027 0.02 0.81 0.77 0.083
H -4.334077 -0.394070 0.247881 0.69 -0.52 -0.53 0.077
H -3.464126 -1.664496 1.059961 1.29 1.55 -0.94 0.101
H -1.519442 1.582608 -1.365645 -0.02 0.28 -1.07 -0.002
H -3.334081 1.376343 -1.369890 0.66 -0.12 -1.03 0.092
H -2.268658 0.071903 -2.160383 0.07 0.53 -0.03 0.088
H -2.550032 1.252709 2.045884 0.07 -0.06 -0.72 0.096
H -3.630530 1.814613 0.773729 0.28 -0.11 -0.02 0.083
H -1.950876 2.366412 0.811937 -0.07 -0.51 -0.20 0.056
H -0.731884 -0.950755 -0.691525 0.64 -0.09 -0.26 0.111
```
Forces are in eV/Å.

Gap between HOMO and LUMO (spin up / spin down) (eV): 7.273 / 7.270
Relative energy (zero: lowest compared OMol25 entry of this formula, charge and spin) (kJ/mol): 0.0

***

Computed, not measured: a cluster of 2 separate species, C5H13NO in total, with the ωB97M-V functional and the def2-TZVPD basis.

Structure (XYZ):
```
20
Properties=species:S:1:pos:R:3:forces:R:3:lowdin_charge:R:1
C 2.500580 -0.960338 -1.030018 1.37 -2.29 2.91 -0.100
N 1.239956 -0.893789 -0.318743 -0.35 0.09 -0.19 -0.084
C 0.196376 -0.070365 -0.639251 -0.72 1.97 -0.29 -0.343
C -0.788077 0.135964 0.308729 1.79 -1.23 -0.83 -0.168
C -2.184496 0.597416 0.014283 -0.17 -0.30 -0.67 -0.141
C 0.188663 0.608274 -2.070695 -1.48 -1.12 2.23 -0.016
H 3.350114 -0.473018 -0.382771 -1.39 -0.51 -1.60 0.104
H 2.357218 -0.552432 -2.001324 0.50 0.28 -0.59 0.035
H 2.803979 -2.086446 -1.088526 -0.43 1.99 -0.24 0.106
H 0.840681 -1.595563 0.275919 1.18 -0.60 0.16 0.117
H -0.469636 -0.224443 1.325061 -0.79 0.24 -0.93 0.095
H -2.894465 0.224025 0.765330 0.17 0.02 -0.27 0.061
H -2.562999 0.282151 -1.018768 0.56 0.46 1.40 0.093
H -2.183397 1.674211 0.088890 -0.52 0.57 -0.21 0.053
H 1.095172 0.676704 -2.632079 0.69 0.37 0.23 0.043
H -0.422574 -0.074557 -2.640889 -0.58 0.05 -0.54 0.074
H -0.319905 1.559717 -1.917726 0.16 0.00 -0.53 0.075
H -0.334463 0.912598 4.208094 -0.16 -0.33 0.22 0.037
H -1.604366 0.070413 4.103840 0.41 0.02 0.33 0.033
O -0.808366 0.189469 4.650649 -0.25 0.31 -0.58 -0.075
```
Forces are in eV/Å.

Gap between HOMO and LUMO (eV): 8.122
Relative energy (zero: lowest compared OMol25 entry of this formula, charge and spin) (kJ/mol): 227.6

***

Computed, not measured: an isolated molecule of C5H8O, with the ωB97M-V functional and the def2-TZVPD basis.

Structure (XYZ):
```
14
Properties=species:S:1:pos:R:3:forces:R:3:lowdin_charge:R:1
C -0.896591 -0.453567 1.556400 0.25 -0.29 -0.24 0.208
C 0.463413 -0.307008 1.085574 -0.09 -0.12 0.28 -0.449
C 0.212120 -0.966059 -0.350557 -0.13 -0.12 -0.10 -0.119
C -0.186542 0.243053 -1.211832 -0.02 0.04 -0.01 -0.153
C -0.035547 1.437694 -0.245807 -0.13 0.15 -0.21 -0.213
O 0.873146 1.001780 0.753788 0.00 0.07 0.08 -0.120
H -1.004477 -1.480832 1.941758 0.19 0.00 0.02 0.026
H -1.002660 1.656102 0.217651 0.12 0.07 -0.14 0.101
H 1.283452 -0.797927 1.622149 -0.11 0.09 -0.09 0.150
H 1.180826 -1.381538 -0.643771 -0.19 0.04 0.16 0.120
H -0.512680 -1.785822 -0.373519 0.00 0.17 0.03 0.109
H 0.469321 0.340953 -2.081289 -0.05 -0.02 0.15 0.107
H -1.215589 0.151475 -1.570287 0.15 0.05 0.05 0.112
H 0.371808 2.341695 -0.700259 0.00 -0.13 0.02 0.121
```
Forces are in eV/Å.

Gap between HOMO and LUMO (eV): 8.711
Relative energy (zero: lowest compared OMol25 entry of this formula, charge and spin) (kJ/mol): 419.8

***

Computed, not measured: a structure of composition C3H18O8S2, with the ωB97M-V functional and the def2-TZVPD basis.

Structure (XYZ):
```
31
Properties=species:S:1:pos:R:3:forces:R:3:lowdin_charge:R:1
C -0.373616 -0.986362 0.146591 1.60 1.50 0.79 -0.190
C -1.523760 -1.715746 0.761705 -2.77 0.02 -0.52 -0.482
O -2.529742 -1.670365 -0.165575 0.32 -0.16 -0.52 0.081
O -1.742569 -2.159401 1.847756 1.35 0.08 0.12 0.165
C 0.786852 -1.872032 -0.235691 1.42 -1.57 -1.21 -0.430
S 2.256191 -0.796840 -0.658360 -0.69 0.65 0.77 0.718
S 2.704563 -0.153908 1.179643 -0.34 -0.45 0.50 0.626
H -0.689728 -0.266787 -0.635314 0.00 -0.64 0.41 0.100
H 0.088842 -0.365297 0.961457 -0.80 -0.33 -0.41 0.082
H -3.349292 -2.116592 0.096703 0.19 -0.03 0.50 0.154
H 0.804681 -2.457056 -1.211084 -0.81 0.53 1.18 0.111
H 1.028094 -2.565881 0.595792 0.14 0.35 -0.50 0.116
H 2.461913 1.183086 1.205425 0.36 0.42 -0.65 -0.087
H -0.365383 0.995619 -4.090724 0.02 0.12 -0.51 0.046
H -1.506534 0.032563 -3.739380 -0.22 0.86 -0.49 0.004
O -1.328806 0.951840 -4.079565 0.52 -0.66 0.80 -0.070
H -0.888701 2.023032 0.544527 -0.28 -0.14 -0.11 0.048
H -0.701703 2.182568 2.079222 -1.77 -0.79 0.11 0.060
O -0.657454 2.656727 1.241259 -6.70 -3.45 -3.16 -0.044
H 0.344593 2.791568 2.019875 3.53 2.13 0.24 -0.114
H 0.638385 4.078031 1.211386 0.13 -0.28 0.39 0.048
O 0.970039 3.532331 1.929474 5.37 2.24 2.50 -0.108
H -0.720953 0.275513 3.412516 -0.05 0.06 0.13 0.058
H 0.623753 0.376108 4.088052 0.10 0.26 0.16 0.066
O 0.044426 0.861678 3.490669 -0.19 -0.48 -0.38 -0.035
H -2.784005 -1.935663 -3.112671 0.00 0.21 -0.70 0.080
H -2.044056 -1.468063 -1.931986 -0.03 0.66 -0.65 0.023
O -2.121426 -1.268305 -2.893193 -0.13 -1.21 1.23 -0.046
H -1.754432 2.515749 -1.368554 -0.04 -0.12 0.07 0.075
H -1.146503 1.478753 -2.294496 -0.38 -0.04 -0.05 0.013
O -1.299150 1.663104 -1.344176 0.14 0.26 -0.06 -0.070
```
Forces are in eV/Å.

⟨S²⟩: 0.75
Gap between HOMO and LUMO (spin up / spin down) (eV): 7.882 / 3.644
2S+1: 2
Total charge: +1

***

Computed, not measured: a cluster of 2 separate species, C5H10N2O6 in total, with the ωB97M-V functional and the def2-TZVPD basis.

Structure (XYZ):
```
23
Properties=species:S:1:pos:R:3:forces:R:3:lowdin_charge:R:1
C 3.221368 -1.714043 -0.300308 -0.08 -0.27 -0.06 -0.114
C 1.726493 -1.541371 -0.396884 0.19 0.11 0.26 -0.275
C 1.266697 -0.154513 0.038098 0.67 -0.72 -0.33 -0.166
C -0.208511 -0.187353 -0.137353 2.68 2.36 1.26 -0.448
C -0.931086 1.130683 0.146104 2.73 -1.16 -0.68 -0.249
O -2.030945 0.870656 -0.530863 -3.73 2.15 -0.46 0.063
O -3.339084 4.885871 1.962187 0.43 -1.86 -3.91 0.063
N -3.229722 4.367024 0.839486 -3.33 2.33 -0.31 -0.111
O -3.937893 4.481428 -0.205380 2.91 -0.49 4.21 0.052
O -0.733590 -1.077624 0.797070 -2.53 -1.36 -1.77 0.029
N -1.983307 -1.606361 0.028178 1.11 -1.18 0.31 -0.316
O -2.879758 -1.887338 0.772248 0.93 0.43 -1.41 0.158
O -1.771138 -1.765756 -1.156760 -1.75 -0.57 2.21 0.105
H 3.432715 -2.752879 -0.579039 0.50 0.27 0.14 0.074
H 3.733102 -1.018851 -0.980569 0.03 -0.27 0.21 0.078
H 3.529342 -1.512298 0.734207 0.22 -0.18 -0.30 0.078
H 1.386778 -1.715098 -1.430288 0.06 -0.03 0.27 0.122
H 1.215246 -2.266730 0.253485 0.23 0.04 -0.32 0.118
H 1.576360 0.069402 1.066008 0.02 0.05 -0.16 0.133
H 1.672323 0.590291 -0.657942 0.07 0.07 0.28 0.131
H -0.355612 -0.484401 -1.191005 -0.20 0.31 0.85 0.143
H -1.041571 1.319991 1.243423 -0.25 0.16 -0.66 0.163
H -0.318208 1.969269 -0.314102 -0.90 -0.22 0.37 0.168
```
Forces are in eV/Å.

Gap between HOMO and LUMO (spin up / spin down) (eV): 7.492 / 7.462
Relative energy (zero: lowest compared OMol25 entry of this formula, charge and spin) (kJ/mol): 825.6

***

Computed, not measured: a cluster of 2 separate species, C6H9N3O2 in total, with the ωB97M-V functional and the def2-TZVPD basis.

Structure (XYZ):
```
20
Properties=species:S:1:pos:R:3:forces:R:3:lowdin_charge:R:1
C 0.914376 1.363156 1.762529 0.04 0.17 -1.92 -0.135
C 0.700311 1.732566 -0.624175 2.15 -1.12 -0.55 -0.137
C -2.206011 0.522588 0.824156 0.36 2.70 -0.02 -0.447
C 1.585241 1.157809 0.468577 2.22 0.94 -0.34 -0.135
C -1.110875 1.434195 0.751187 1.43 -0.68 -0.71 -0.419
C -0.049863 -2.745473 -1.112775 -1.84 -2.18 3.85 -0.235
N -0.316671 1.480065 1.886109 -1.41 0.79 1.42 0.178
N -0.544335 1.757310 -0.511576 -1.53 1.28 -0.25 0.162
N 0.061653 -1.324582 -1.128281 -0.90 0.93 -0.53 -0.076
O -2.672473 -0.532785 0.787700 -1.44 -2.59 -0.09 0.194
O -2.533183 1.818168 1.002619 0.11 -0.56 -0.33 0.185
H 1.495979 1.401061 2.596272 1.56 0.09 2.53 0.090
H 1.216777 1.959806 -1.602266 -0.90 0.02 0.98 0.133
H 2.731518 1.473390 0.467888 -2.55 -0.28 -0.09 0.157
H 1.612674 0.082685 0.381396 0.00 -0.64 -0.65 0.095
H 0.886538 -3.288233 -1.041630 0.39 0.21 -0.73 0.057
H -0.471522 -3.022209 -0.027400 0.45 0.40 -2.27 0.112
H -0.755463 -3.182216 -1.840241 0.46 0.01 0.11 0.070
H -0.915016 -0.938408 -0.952918 1.84 -0.44 -0.74 0.079
H 0.370349 -1.148893 -2.087171 -0.44 0.96 0.33 0.073
```
Forces are in eV/Å.

Gap between HOMO and LUMO (eV): 10.356
Relative energy (zero: lowest compared OMol25 entry of this formula, charge and spin) (kJ/mol): 395.9

***

These records have F_max values of 0.0631, 0.0768, 0.0089, 0.1589, 0.1000, 0.0931 hartree/bohr, in the order they appear.